1.
{
  "formula": "C30H53IrN2O6SSi",
  "method": "the ωB97M-V functional and the def2-TZVPD basis",
  "multiplicity": 2,
  "homo_ev": [-11.5866, -12.0371],
  "energy_ev": -68789.7905,
  "total_charge": 1,
  "elements": ["Ir", "S", "Si", "O", "O", "O", "O", "O", "O", "N", "N", "C", "C", "C", "C", "C", "C", "C", "C", "C", "C", "C", "C", "C", "C", "C", "C", "C", "C", "C", "C", "C", "C", "C", "C", "C", "C", "C", "C", "C", "C", "H", "H", "H", "H", "H", "H", "H", "H", "H", "H", "H", "H", "H", "H", "H", "H", "H", "H", "H", "H", "H", "H", "H", "H", "H", "H", "H", "H", "H", "H", "H", "H", "H", "H", "H", "H", "H", "H", "H", "H", "H", "H", "H", "H", "H", "H", "H", "H", "H", "H", "H", "H", "H"],
  "coordinates": [[1.3978, 1.0853, 1.0561], [-0.6739, 0.4654, 1.6649], [-1.7825, -1.1515, 0.6882], [0.9319, 3.0062, -2.0307], [2.2722, -0.7256, -0.0631], [2.6011, -0.6480, -4.5742], [-2.9022, -1.4683, 1.8150], [-0.7941, -2.3862, 0.4090], [-2.4603, -0.5421, -0.6441], [2.6341, -0.6290, -2.3248], [1.6531, 1.1025, -1.0735], [-3.2196, -3.6853, 2.6869], [-0.6608, -3.3607, -0.6568], [2.5168, 1.1736, 2.9136], [2.1994, -0.1070, -1.1502], [-2.0338, -3.8378, -1.1038], [1.7866, 3.0729, 1.7825], [0.1517, -4.5005, -0.0644], [-1.5775, -2.1301, 3.7592], [2.3510, -0.0467, -3.5653], [0.4937, 1.3754, -4.4176], [2.6359, 0.0911, 3.9370], [3.4747, 1.4771, 1.8588], [1.3973, 1.8968, -2.1667], [1.5335, 2.2168, 2.9196], [0.0846, -2.6971, -1.8001], [-2.9169, -2.2377, 3.0405], [-4.8519, -0.9156, -0.6459], [-4.0293, -1.6357, 3.8834], [1.7708, 1.3587, -3.5500], [3.0479, 2.6551, 1.2028], [1.0174, 4.2805, 1.3625], [-3.8839, 1.2732, 0.1333], [2.8254, 2.2903, -4.1917], [3.7252, 3.3891, 0.1004], [-0.5842, 0.4255, -3.9176], [-3.7464, 0.1108, -0.8395], [-3.7290, 0.6132, -2.2739], [4.1775, 2.2943, -3.4957], [0.5076, 2.4023, 3.9775], [4.6741, 0.6516, 1.5509], [-0.7664, -2.4993, 3.1283], [-0.3812, -4.9558, 0.7712], [2.5289, 0.5152, 4.9360], [2.9909, -1.5755, -2.3304], [-2.4128, -4.1022, 2.0846], [-0.8599, 0.6319, -2.8792], [0.8296, 4.2563, 0.2888], [-3.0687, 1.9845, -0.0101], [0.1335, 2.4044, -4.4265], [0.2342, -3.3958, -2.6240], [-1.3761, -1.0956, 4.0420], [5.4225, 0.7960, 2.3331], [4.6440, 1.3072, -3.5158], [-1.5990, -2.7307, 4.6693], [-4.6847, 1.0796, -2.5149], [-4.1453, -2.1884, 4.8160], [-3.8788, 0.9219, 1.1644], [-4.1519, -3.7506, 2.1253], [4.5836, 2.8453, -0.2847], [-4.8590, -1.3001, 0.3748], [-3.3173, -4.2871, 3.5910], [0.9879, 2.8455, 4.8522], [-0.2970, 3.0592, 3.6543], [5.1206, 0.9295, 0.5992], [-2.6093, -3.0151, -1.5269], [0.3314, -5.2684, -0.8171], [-2.5860, -4.2660, -0.2684], [1.5907, 5.1827, 1.5895], [3.6077, -0.3948, 3.8778], [3.0322, 3.6147, -0.7099], [-3.8038, -0.5954, 4.1208], [-0.2534, -0.6134, -3.9845], [-1.9258, -4.6076, -1.8686], [1.1121, -4.1302, 0.2952], [4.4147, -0.4060, 1.5130], [-2.9422, 1.3545, -2.4127], [-4.7257, -1.7455, -1.3409], [0.0643, 1.4505, 4.2686], [-0.4782, -1.8373, -2.1673], [4.8576, 2.9827, -3.9953], [-3.5630, -0.2135, -2.9653], [-5.8169, -0.4507, -0.8487], [0.7880, 1.1143, -5.4345], [1.8681, -0.6708, 3.8074], [1.0538, -2.3656, -1.4363], [4.0948, 2.6143, -2.4562], [-1.4868, 0.5155, -4.5207], [-4.9735, -1.6714, 3.3401], [-4.8262, 1.7934, -0.0409], [2.3932, 3.2915, -4.2145], [4.0821, 4.3428, 0.4978], [2.9422, 1.9565, -5.2236], [0.0654, 4.3400, 1.8846]],
  "forces_ev_per_angstrom": [[1.3, 0.0, -0.1], [0.1, 0.1, -0.3], [-0.2, -0.1, 0.2], [-0.1, 0.0, 0.0], [-0.1, -0.1, 0.4], [0.0, 0.0, 0.0], [0.0, 0.0, -0.1], [0.2, 0.1, -0.1], [0.1, -0.1, 0.1], [0.0, 0.0, 0.1], [-0.7, 0.1, 0.4], [0.0, 0.0, 0.0], [0.0, -0.1, 0.0], [-0.2, 0.2, -0.1], [-0.1, -0.2, -0.3], [0.0, 0.0, 0.0], [-0.2, -0.1, 0.2], [0.0, 0.0, 0.0], [0.0, 0.0, 0.0], [0.0, 0.0, 0.0], [0.0, 0.0, 0.0], [0.0, -0.1, 0.0], [-0.2, 0.2, -0.1], [0.3, 0.3, 0.0], [-0.1, 0.0, -0.1], [0.0, 0.0, 0.0], [0.0, 0.0, 0.0], [-0.1, 0.0, 0.1], [0.0, 0.0, 0.0], [-0.1, 0.0, -0.1], [0.0, -0.2, 0.0], [0.1, 0.1, 0.1], [0.0, 0.0, 0.0], [-0.1, 0.0, -0.1], [0.0, 0.0, 0.1], [0.0, 0.0, 0.0], [0.0, 0.0, -0.1], [-0.1, 0.0, 0.0], [0.0, 0.0, 0.0], [-0.2, 0.0, -0.1], [0.0, 0.0, 0.0], [0.0, 0.0, 0.0], [0.0, 0.0, 0.0], [0.0, 0.0, 0.0], [0.0, 0.0, 0.0], [0.0, 0.0, 0.0], [0.0, 0.0, 0.0], [0.0, 0.0, 0.0], [0.0, 0.0, 0.0], [0.0, 0.0, 0.0], [0.0, 0.0, 0.0], [0.0, 0.0, 0.0], [0.0, 0.0, 0.0], [0.0, 0.0, 0.0], [0.0, 0.0, 0.0], [0.0, 0.0, 0.0], [0.0, 0.0, 0.0], [0.0, 0.0, 0.1], [0.0, 0.0, 0.0], [0.0, 0.0, 0.0], [0.0, 0.0, -0.1], [0.0, 0.0, 0.0], [0.0, 0.0, 0.0], [0.0, 0.0, 0.0], [0.0, 0.0, 0.0], [0.0, 0.0, 0.0], [0.0, 0.0, 0.0], [0.0, 0.0, 0.0], [0.0, 0.0, 0.0], [0.0, 0.0, 0.0], [0.0, 0.0, 0.0], [0.0, 0.0, 0.0], [0.0, 0.0, 0.0], [0.0, 0.0, 0.0], [0.0, 0.0, 0.0], [0.0, 0.0, 0.0], [0.0, 0.0, 0.0], [0.0, 0.0, 0.0], [0.0, 0.0, 0.0], [0.0, 0.0, 0.0], [0.0, 0.0, 0.0], [0.0, 0.0, 0.0], [0.0, 0.0, 0.0], [0.0, 0.0, 0.0], [0.0, 0.0, 0.0], [0.0, -0.1, 0.0], [0.0, 0.0, 0.0], [0.0, 0.0, 0.0], [0.0, 0.0, 0.0], [0.0, 0.0, 0.0], [0.0, 0.0, 0.0], [0.0, 0.0, 0.0], [0.0, 0.0, 0.0], [0.0, 0.0, 0.0]],
  "mulliken_spin": [0.44, 0.50, -0.05, 0.00, 0.05, 0.00, 0.02, 0.02, 0.03, 0.00, 0.06, 0.00, 0.00, 0.01, -0.03, 0.00, 0.02, 0.00, 0.05, 0.00, 0.00, -0.02, -0.01, -0.01, -0.03, 0.00, -0.02, 0.00, 0.00, 0.00, 0.00, -0.02, 0.03, 0.00, -0.01, 0.00, -0.01, 0.00, 0.00, 0.01, 0.00, 0.00, 0.00, 0.00, 0.00, 0.00, 0.00, 0.00, -0.01, 0.00, 0.00, -0.01, 0.00, 0.00, 0.00, 0.00, 0.00, -0.01, 0.00, 0.00, 0.00, 0.00, 0.00, 0.00, 0.00, 0.00, 0.00, 0.00, 0.00, 0.00, 0.00, 0.00, 0.00, 0.00, 0.00, 0.00, 0.00, 0.00, 0.00, 0.00, 0.00, 0.00, 0.00, 0.00, 0.00, 0.00, 0.00, 0.00, 0.00, 0.00, 0.00, 0.00, 0.00, 0.00]
}



2.
{
  "formula": "C30H54BF3O5",
  "method": "the ωB97M-V functional and the def2-TZVPD basis",
  "multiplicity": 1,
  "homo_ev": -10.0914,
  "energy_ev": -51054.3396,
  "total_charge": 0,
  "elements": ["F", "F", "F", "O", "O", "O", "O", "O", "C", "C", "C", "C", "C", "C", "C", "C", "C", "C", "C", "C", "C", "C", "C", "C", "C", "C", "C", "C", "C", "C", "C", "C", "C", "C", "C", "C", "C", "C", "B", "H", "H", "H", "H", "H", "H", "H", "H", "H", "H", "H", "H", "H", "H", "H", "H", "H", "H", "H", "H", "H", "H", "H", "H", "H", "H", "H", "H", "H", "H", "H", "H", "H", "H", "H", "H", "H", "H", "H", "H", "H", "H", "H", "H", "H", "H", "H", "H", "H", "H", "H", "H", "H", "H"],
  "coordinates": [[-0.3246, -3.3991, -1.8655], [-0.6719, -1.3006, -1.5253], [-1.1621, -2.7027, 0.0095], [1.5696, -0.0373, -1.0718], [3.2883, -3.0661, 2.1999], [1.5385, -6.3175, -0.1627], [5.2531, 0.1743, -1.6912], [3.8937, -0.9198, -3.3170], [3.0318, -2.8573, 1.0328], [9.6325, -0.4382, -8.0749], [-12.2077, 4.9535, 5.5721], [-3.0054, -0.2982, 1.8494], [0.7131, -5.4553, 0.1012], [-7.8761, 4.6373, 3.5441], [-10.9975, 4.5376, 3.3622], [7.5570, -2.9432, 1.3760], [8.4383, -0.6332, -7.1452], [8.3299, 0.4368, -6.0602], [-11.4016, 5.5571, 4.4257], [-5.6332, 1.3673, 1.7363], [6.0364, -3.0314, 1.4117], [3.4488, -1.4286, -0.8470], [-4.3034, -0.7724, 1.1986], [-8.7842, 3.8710, 4.5014], [-0.2683, -2.4167, -0.9360], [8.6558, -1.2692, -3.4625], [1.9834, -1.1430, -0.7960], [3.9871, -2.2774, 0.0451], [0.9847, -4.3575, 1.1184], [-5.2110, 0.3450, 0.6828], [-10.0925, 3.4105, 3.8618], [9.8051, -0.8073, -4.3522], [-6.4478, 0.7649, 2.8774], [1.6468, -3.1503, 0.5211], [5.4369, -2.6557, 0.0495], [-2.0951, 0.4711, 0.8941], [9.5136, 0.4964, -5.0932], [1.1186, -2.2917, -0.3651], [4.2444, -0.6994, -2.0064], [7.9559, -3.5199, 2.2025], [-11.6321, 4.2072, 6.1215], [7.4048, 0.2780, -5.4982], [-6.2320, 2.1396, 1.2455], [5.6904, -2.2960, 2.1273], [-1.1652, 0.7509, 1.3923], [-10.6396, 2.7937, 4.5803], [-7.3491, 0.2792, 2.4975], [-12.5056, 5.7256, 6.2826], [7.8883, -1.9230, 1.5063], [6.0485, -0.0606, -2.1744], [-11.9998, 6.3363, 3.9462], [-0.2750, -5.4443, -0.3793], [-9.8612, 2.7524, 3.0180], [-8.3396, 5.5623, 3.1982], [7.7585, -1.4852, -4.0470], [3.8667, -1.8558, -3.5255], [-8.9881, 4.4843, 5.3833], [-13.1150, 4.4742, 5.1988], [8.4860, -1.6275, -6.6922], [-4.7140, 0.8680, -0.1389], [-3.2246, 0.3165, 2.7272], [-4.7552, 1.8767, 2.1424], [-10.5153, 6.0575, 4.8251], [-6.1080, -0.1095, 0.2502], [-8.2485, 2.9890, 4.8622], [-5.8723, 0.0266, 3.4377], [9.3213, 1.2859, -4.3599], [-4.8543, -1.3892, 1.9149], [0.0709, -4.0509, 1.6127], [9.6423, -1.2008, -8.8546], [6.0528, -1.8689, -0.3647], [7.5214, -0.6141, -7.7397], [-4.0581, -1.4331, 0.3608], [7.9657, -3.3537, 0.4587], [5.5237, -3.5355, -0.5882], [-11.9020, 4.0918, 2.9367], [-1.8407, -0.1559, 0.0444], [10.4126, 0.8033, -5.6342], [-6.7545, 1.5434, 3.5779], [9.5901, 0.5377, -8.5623], [-2.5701, 1.3874, 0.5422], [5.7016, -4.0002, 1.7535], [10.6929, -0.6605, -3.7322], [-2.4671, -1.1752, 2.2202], [1.6484, -4.7776, 1.8630], [-6.9404, 4.9041, 4.0376], [10.0569, -1.5997, -5.0615], [8.9296, -2.1811, -2.9294], [10.5793, -0.5079, -7.5374], [8.2241, 1.4158, -6.5368], [-7.6325, 4.0301, 2.6694], [-10.5058, 5.0620, 2.5380], [8.4076, -0.5073, -2.7177]],
  "forces_ev_per_angstrom": [[0.0, 0.0, 0.1], [-0.1, 0.0, -0.3], [-0.5, -0.4, 0.4], [0.0, -0.5, 0.0], [-0.1, -0.1, -0.5], [-1.2, 1.3, 0.4], [-0.1, -0.6, 0.4], [0.8, -0.2, 0.0], [0.2, -0.1, 0.4], [-0.1, -0.1, 0.0], [0.1, 0.1, 0.0], [0.1, 0.0, -0.1], [1.1, -1.1, -0.3], [0.0, 0.0, 0.1], [0.0, 0.0, 0.0], [-0.3, -0.5, 0.2], [0.0, 0.1, -0.1], [0.0, 0.0, 0.0], [-0.1, 0.0, 0.0], [-0.1, 0.0, 0.0], [0.2, 0.8, -0.2], [0.0, -0.1, 0.1], [0.0, 0.0, 0.0], [0.0, 0.0, -0.1], [0.3, 0.3, -0.1], [0.0, -0.1, 0.0], [0.2, 0.4, -0.1], [-0.2, 0.5, -0.4], [0.0, -0.1, 0.1], [0.0, 0.0, 0.0], [0.0, 0.0, 0.0], [0.0, 0.1, 0.1], [0.1, 0.1, 0.0], [-0.4, 0.2, -0.5], [0.0, -0.7, 0.7], [-0.1, -0.1, 0.3], [0.0, 0.0, -0.1], [0.3, -0.1, 0.2], [-0.1, 0.5, 0.3], [0.3, -0.1, 0.1], [0.0, 0.0, 0.0], [0.0, 0.0, 0.0], [0.0, 0.0, 0.0], [-0.2, 0.0, 0.3], [0.0, 0.0, 0.0], [0.0, 0.0, 0.0], [0.0, 0.0, 0.0], [0.0, 0.0, 0.0], [0.1, 0.3, -0.2], [0.2, 0.5, -0.5], [0.0, 0.0, 0.0], [0.0, -0.1, -0.1], [0.0, 0.0, 0.0], [0.0, 0.0, 0.0], [0.0, 0.0, 0.0], [-0.6, -0.1, -0.2], [0.0, 0.0, 0.0], [0.0, 0.0, 0.0], [0.0, 0.0, 0.0], [0.0, 0.0, 0.0], [0.0, 0.0, 0.0], [0.0, 0.0, 0.0], [0.0, 0.0, 0.0], [0.0, 0.0, 0.0], [0.0, 0.0, 0.0], [0.0, 0.0, 0.0], [0.0, 0.0, 0.0], [0.0, 0.0, 0.0], [-0.3, -0.1, 0.0], [0.0, 0.0, 0.0], [-0.1, 0.3, -0.3], [0.0, 0.0, 0.0], [0.0, 0.0, 0.0], [0.1, 0.0, -0.2], [0.2, -0.1, -0.3], [0.0, 0.0, 0.0], [-0.1, 0.2, -0.1], [0.0, 0.0, 0.0], [0.0, 0.0, 0.0], [0.0, 0.0, 0.0], [0.0, 0.0, -0.1], [-0.1, -0.2, 0.0], [0.0, 0.0, 0.0], [0.0, 0.0, 0.0], [0.2, 0.0, 0.2], [0.0, 0.0, 0.0], [0.0, 0.0, 0.0], [-0.1, 0.0, 0.0], [0.0, 0.0, 0.0], [0.0, 0.0, 0.0], [0.0, 0.0, 0.0], [0.0, 0.0, 0.0], [0.0, 0.0, 0.0]],
  "mulliken_charge": [-0.28, -0.29, -0.24, -0.56, -0.59, -0.49, -0.61, -0.57, -0.19, -1.21, -1.19, -0.41, 0.08, -1.23, -0.72, -1.44, -0.36, -0.54, -0.36, -0.26, -0.36, 0.28, -0.63, -0.39, 0.48, -1.04, -0.30, 0.34, -1.18, -0.98, -0.63, -0.50, -0.88, 1.08, -0.86, -1.15, -0.72, 0.97, 0.57, 0.40, 0.28, 0.18, 0.33, 0.34, 0.37, 0.32, 0.28, 0.38, 0.37, 0.26, 0.37, 0.36, 0.34, 0.41, 0.30, 0.33, 0.33, 0.29, 0.23, 0.33, 0.37, 0.25, 0.23, 0.45, 0.32, 0.34, 0.35, 0.35, 0.34, 0.38, 0.27, 0.37, 0.29, 0.32, 0.35, 0.37, 0.13, 0.32, 0.09, 0.30, 0.39, 0.36, 0.35, 0.34, 0.44, 0.37, 0.29, 0.40, 0.28, 0.38, 0.20, 0.31, 0.22]
}



Which of these has the lowest multiplicity? C30H54BF3O5